{"formula": "C12H13Cl2NO3", "method": "the ωB97M-V functional and the def2-TZVPD basis", "species": ["C", "C", "O", "N", "H", "C", "C", "H", "H", "H", "C", "O", "O", "C", "C", "C", "C", "C", "C", "C", "Cl", "H", "Cl", "H", "H", "H", "H", "H", "H", "H", "H"], "coordinates": [[5.463365, 2.197325, 0.427290], [4.960934, 0.801399, 0.321343], [5.610453, -0.119365, 0.200050], [3.512327, 0.778884, 0.433003], [2.968703, 1.500983, 0.248980], [2.615253, -0.478551, 0.390971], [1.967221, -0.932564, 1.849402], [1.374997, -0.002839, 1.930841], [2.798237, -0.943796, 2.310420], [1.528200, -1.769635, 1.554246], [1.490719, 0.047922, -0.642856], [1.133422, 1.032331, -1.176717], [0.967753, -1.469920, -1.105907], [-0.168472, -1.096624, -1.821050], [-1.350117, -0.500964, -1.313008], [-1.894956, 0.691318, -1.543298], [-2.825705, 1.224676, -0.988368], [-3.460885, 0.783515, 0.182221], [-2.855261, -0.256739, 0.548878], [-1.951056, -0.967016, 0.083137], [-1.402580, -2.514292, 0.522208], [-3.515408, -0.693496, 1.657404], [-4.719775, 1.765890, 0.957746], [-3.289315, 2.375219, -1.252738], [-1.372502, 1.326732, -2.788433], [-0.360555, -2.196040, -2.111093], [0.107228, -0.827015, -2.766361], [3.368751, -1.024629, -0.053970], [6.414792, 2.081905, 0.408440], [5.159289, 2.680833, 1.323056], [5.068111, 2.875850, -0.564830]], "atomic_forces_ev_per_a": [[-6.126, 2.252, -3.266], [-7.142, 5.765, 0.795], [3.953, -6.178, -0.635], [2.380, -5.142, 1.922], [-1.991, 4.783, -0.779], [-0.510, 5.237, 0.510], [-2.179, 5.777, -6.807], [-0.219, -1.018, 1.173], [5.406, -0.488, 4.441], [-2.389, -3.723, -0.183], [1.851, -5.695, -0.035], [0.248, -0.705, 0.970], [0.930, 5.980, 2.407], [-0.188, -6.669, -1.958], [-1.506, -1.241, 7.294], [10.026, -1.457, -11.764], [-12.310, 11.321, 5.108], [-1.455, 6.680, -4.132], [-7.155, -4.372, 12.536], [8.020, -3.731, -8.656], [-0.226, -0.513, 1.027], [2.420, 0.736, -2.988], [1.038, -1.192, -0.467], [1.626, -3.316, 0.046], [-1.531, -1.827, 3.903], [-1.181, 1.099, 0.105], [0.650, 2.054, -2.477], [0.367, -2.892, -1.274], [6.482, -0.048, -0.331], [-0.457, 0.431, 0.652], [1.169, -1.907, 2.861]], "energy_ha": -1665.5361, "orbital_gap_ev": 8.91}


{"formula": "CH3FS", "method": "the ωB97M-V functional and the def2-TZVPD basis", "species": ["C", "F", "S", "H", "H", "H"], "coordinates": [[0.105481, -0.285290, 0.289075], [0.263529, -1.186441, -0.681320], [0.372935, 1.420300, -0.275003], [-1.501474, -0.498967, 1.123291], [0.487516, -0.567677, 1.239204], [0.272014, 1.118076, -1.695247]], "atomic_forces_ev_per_a": [[-3.693, 0.651, 0.998], [-0.068, -0.122, 0.199], [-0.174, -1.319, -1.685], [2.774, 0.463, -2.087], [1.105, -0.005, 0.249], [0.056, 0.332, 2.326]], "relative_energy_ev": 2.898, "energy_ha": -537.8183, "orbital_gap_ev": 9.26}


{"formula": "C14H13Cl5ReSSe2Te", "method": "the ωB97M-V functional and the def2-TZVPD basis", "species": ["Re", "Cl", "C", "C", "C", "Cl", "C", "Cl", "C", "Cl", "C", "Cl", "C", "Se", "C", "C", "Se", "C", "H", "H", "H", "H", "H", "H", "H", "H", "H", "H", "Te", "C", "C", "C", "C", "S", "H", "H", "H"], "coordinates": [[0.247324, -0.090530, 0.578155], [0.485183, -0.563237, 3.050680], [2.174356, -0.613039, 2.482805], [2.165399, -0.432831, 1.098758], [3.431369, -0.483579, 0.494736], [3.609280, -0.296629, -1.210213], [4.578057, -0.689725, 1.265041], [6.110288, -0.740851, 0.522405], [4.491849, -0.854036, 2.660621], [5.887289, -1.096162, 3.586027], [3.245822, -0.823762, 3.301085], [3.039749, -1.024790, 4.976165], [-1.276929, 0.181695, -2.711341], [0.486542, -0.083210, -1.933668], [0.553656, -2.004240, -2.263029], [-0.518419, -2.800381, -1.551458], [-0.533946, -2.508627, 0.388927], [-2.448779, -2.242375, 0.680740], [-1.224106, -0.237253, -3.714157], [-1.429610, 1.254577, -2.780732], [-2.074314, -0.290364, -2.142590], [1.563709, -2.313014, -1.992553], [0.450437, -2.106694, -3.343300], [-0.343647, -3.868667, -1.667346], [-1.521405, -2.573804, -1.907043], [-2.937876, -3.133402, 0.295238], [-2.809907, -1.354697, 0.168203], [-2.593193, -2.167737, 1.754459], [0.204821, 2.414651, 1.127988], [-1.456493, 3.329295, 0.448125], [-2.479893, 2.881454, -0.366221], [-3.477948, 3.853077, -0.559299], [-3.197096, 5.015193, 0.119523], [-1.742433, 4.936285, 0.965708], [-2.510763, 1.891182, -0.797115], [-4.363294, 3.714704, -1.162343], [-3.785095, 5.921535, 0.137001]], "atomic_forces_ev_per_a": [[0.170, 0.780, -0.080], [0.249, -0.158, 0.111], [-0.651, -0.066, -0.136], [0.081, 0.254, 0.167], [0.125, -0.033, -0.159], [-0.087, 0.011, 0.172], [-0.006, 0.001, -0.002], [0.052, -0.004, -0.028], [0.152, -0.012, -0.048], [0.038, -0.007, 0.035], [-0.152, -0.010, 0.098], [0.077, -0.022, 0.076], [-0.024, 0.020, 0.002], [-0.082, 0.174, 0.059], [0.094, -0.136, 0.014], [-0.036, -0.055, -0.045], [0.004, -0.128, 0.171], [0.073, -0.089, -0.076], [-0.072, 0.026, -0.025], [-0.057, 0.019, -0.014], [0.011, 0.017, 0.009], [-0.043, -0.016, 0.038], [0.016, -0.082, -0.015], [-0.006, -0.011, -0.100], [0.008, 0.020, -0.045], [-0.061, 0.008, 0.047], [0.005, 0.016, 0.006], [-0.033, 0.000, 0.010], [0.598, -0.681, -0.107], [-0.344, -0.054, -0.218], [-0.223, 0.022, -0.099], [0.134, -0.214, 0.050], [-0.046, 0.088, -0.094], [-0.001, 0.355, 0.212], [-0.007, 0.000, -0.011], [0.022, -0.004, 0.018], [0.020, -0.030, 0.007]], "relative_energy_ev": 0.303, "energy_ha": -8388.9112, "s_squared": 0.782, "charge": 2, "spin_multiplicity": 2, "orbital_gap_ev": [5.14, 5.71]}


{"formula": "C30H82N4O13S9", "method": "the ωB97M-V functional and the def2-TZVPD basis", "species": ["C", "C", "O", "N", "C", "H", "H", "H", "H", "H", "H", "H", "C", "C", "O", "N", "C", "H", "H", "H", "H", "H", "H", "H", "C", "C", "O", "N", "C", "H", "H", "H", "H", "H", "H", "H", "C", "C", "O", "N", "C", "H", "H", "H", "H", "H", "H", "H", "C", "S", "O", "C", "H", "H", "H", "H", "H", "H", "C", "S", "O", "C", "H", "H", "H", "H", "H", "H", "C", "S", "O", "C", "H", "H", "H", "H", "H", "H", "C", "S", "O", "C", "H", "H", "H", "H", "H", "H", "C", "S", "O", "C", "H", "H", "H", "H", "H", "H", "C", "S", "O", "C", "H", "H", "H", "H", "H", "H", "C", "S", "O", "C", "H", "H", "H", "H", "H", "H", "C", "S", "O", "C", "H", "H", "H", "H", "H", "H", "C", "S", "O", "C", "H", "H", "H", "H", "H", "H"], "coordinates": [[2.609398, -2.576501, -2.010088], [1.940955, -3.167003, -3.209744], [1.521383, -2.438511, -4.117764], [1.757396, -4.508511, -3.172538], [2.175128, -5.371490, -2.105488], [3.419133, -3.176186, -1.625782], [1.846497, -2.468752, -1.221195], [3.000326, -1.578531, -2.304013], [1.264082, -4.944074, -3.931794], [2.260167, -6.424788, -2.414690], [1.588469, -5.252589, -1.214740], [3.197068, -5.136723, -1.809816], [-3.169211, 0.659069, 2.962820], [-3.533162, 0.424427, 4.442060], [-4.607688, -0.047743, 4.766920], [-2.594777, 0.760492, 5.370035], [-2.898200, 0.642106, 6.787947], [-3.456196, 1.662194, 2.604289], [-3.760940, -0.053636, 2.392684], [-2.143375, 0.552835, 2.658965], [-1.768139, 1.251053, 5.056767], [-3.467735, -0.280755, 6.873694], [-3.510036, 1.510035, 7.104060], [-1.987884, 0.590435, 7.412836], [0.928429, 2.911648, -7.492857], [0.343838, 2.313493, -6.173043], [-0.575724, 2.913077, -5.619602], [0.843329, 1.124955, -5.748265], [0.362591, 0.526778, -4.457967], [1.215134, 3.916510, -7.274364], [0.148754, 2.897742, -8.259223], [1.782923, 2.348876, -7.907950], [1.703639, 0.794945, -6.203670], [-0.634660, 0.072900, -4.498742], [0.324234, 1.250579, -3.631371], [1.079122, -0.258205, -4.183936], [-4.522185, 4.032912, 0.223592], [-3.011892, 3.797191, 0.049708], [-2.227738, 3.647079, 1.035721], [-2.628607, 3.685196, -1.208577], [-1.268645, 3.397338, -1.617553], [-4.827171, 4.783681, -0.507754], [-4.734041, 4.211376, 1.249035], [-5.062000, 3.092243, -0.005345], [-3.361180, 3.809239, -1.878639], [-1.005641, 4.102250, -2.400596], [-1.209212, 2.377071, -1.970451], [-0.590923, 3.525117, -0.785413], [-0.065411, -3.334846, 6.157151], [-1.368603, -2.378378, 5.299072], [-1.675284, -3.281143, 4.120527], [-0.220546, -1.086436, 4.762719], [0.524228, -3.702203, 5.315209], [-0.578025, -4.207304, 6.621915], [0.535346, -2.776391, 6.876149], [0.596076, -1.527196, 4.180610], [0.146140, -0.618297, 5.682772], [-0.724656, -0.377342, 4.121889], [-1.821619, -3.729543, -3.864444], [-2.927950, -2.494472, -4.584620], [-2.521948, -1.155340, -3.956372], [-2.243802, -2.445470, -6.265245], [-2.116236, -3.788924, -2.815605], [-0.841511, -3.253108, -3.929725], [-1.942486, -4.647829, -4.394653], [-2.802432, -1.651809, -6.766398], [-2.402471, -3.388574, -6.762058], [-1.192177, -2.163259, -6.145609], [2.411000, 4.913715, -2.086156], [3.290201, 3.369044, -1.859916], [2.336950, 2.516277, -1.088233], [3.175480, 2.750687, -3.575399], [2.250146, 5.365790, -1.105276], [1.436559, 4.669067, -2.558587], [3.003033, 5.522155, -2.781360], [3.760637, 3.424157, -4.218493], [2.121785, 2.683086, -3.859302], [3.694430, 1.786097, -3.608413], [-1.390593, -6.379322, 2.169195], [0.128429, -6.078706, 1.200330], [-0.360446, -5.767814, -0.231588], [0.523897, -4.464562, 1.885083], [-1.997495, -5.446254, 2.161807], [-1.105847, -6.687788, 3.187189], [-1.855186, -7.217872, 1.628897], [0.567371, -4.504360, 2.968901], [-0.225854, -3.750633, 1.567632], [1.469373, -4.189787, 1.463848], [-0.483618, -0.778203, -1.126991], [-0.204856, -0.656509, 0.688966], [1.238817, -1.263235, 0.895971], [0.060476, 1.140550, 0.775976], [0.412518, -0.374804, -1.559841], [-1.380957, -0.170810, -1.292088], [-0.677162, -1.854207, -1.285539], [0.777260, 1.514963, 0.047170], [0.348484, 1.327945, 1.809568], [-0.940647, 1.585294, 0.650168], [0.914042, 4.597308, 4.909606], [0.018769, 3.503253, 3.769865], [0.062121, 2.092644, 4.391576], [-1.657321, 4.144576, 4.115720], [0.544415, 4.545000, 5.948306], [0.858439, 5.602070, 4.516556], [1.964126, 4.288599, 4.935600], [-2.248961, 3.365855, 3.642680], [-1.836635, 5.103720, 3.638807], [-1.696871, 4.201194, 5.191122], [3.975284, -2.397895, 1.085305], [5.087089, -2.603330, 2.507518], [5.987939, -3.768838, 2.236905], [3.756203, -3.144442, 3.635995], [3.296153, -1.561338, 1.218684], [3.462180, -3.321278, 0.913627], [4.617145, -2.195936, 0.217845], [3.313028, -4.086438, 3.270028], [2.962783, -2.420341, 3.674616], [4.190004, -3.319064, 4.622276], [3.368562, 0.755143, 3.280551], [4.205522, 2.340005, 2.847417], [5.439640, 2.498812, 3.684704], [4.740655, 1.689843, 1.251099], [4.154978, -0.024677, 3.317266], [2.642693, 0.580230, 2.492249], [2.827398, 0.841393, 4.226570], [5.283943, 0.757484, 1.410682], [5.387585, 2.432530, 0.815686], [3.873109, 1.576061, 0.617223], [-4.565680, 1.162943, -2.543356], [-4.965687, 2.353873, -3.885624], [-4.611346, 3.694343, -3.292962], [-3.553565, 1.847058, -4.915900], [-3.828619, 1.577890, -1.886524], [-4.187031, 0.281729, -3.059044], [-5.413289, 0.847881, -1.925401], [-2.652900, 2.362333, -4.604427], [-3.765790, 2.158625, -5.949897], [-3.445933, 0.764263, -4.867895]], "atomic_forces_ev_per_a": [[0.039, 1.002, -0.145], [-0.379, 0.173, -0.210], [0.111, -0.817, 0.196], [-0.148, 0.148, -0.637], [1.443, -0.477, 0.410], [0.182, -0.128, 0.102], [0.387, 0.096, -0.067], [-0.369, -0.598, 0.362], [-0.089, 0.257, -0.198], [-0.604, 0.447, -0.031], [-0.642, -0.279, 0.204], [0.181, 0.091, -0.103], [-0.904, 0.239, 0.044], [0.414, 0.203, -0.188], [-0.103, -0.001, -0.199], [0.149, 0.236, -0.269], [-0.063, 0.358, -0.236], [-0.084, -0.217, 0.402], [-0.026, -0.051, -0.015], [0.643, -0.180, 0.369], [0.143, 0.052, 0.089], [-0.115, 0.111, 0.416], [0.185, -0.545, 0.118], [-0.329, 0.039, -0.510], [-0.081, -1.574, 0.513], [-0.298, 0.548, -1.048], [0.644, -0.532, 0.041], [-0.152, 0.139, 0.696], [0.761, -0.143, -0.270], [0.163, 0.708, -0.019], [-0.013, 0.142, 0.254], [-0.241, 0.219, 0.331], [-0.886, 0.063, 0.604], [0.223, 0.159, -0.460], [0.175, 0.185, -0.452], [-0.300, 0.158, -0.123], [0.845, -1.077, -0.973], [0.598, -0.628, 2.669], [-1.452, 0.331, -1.591], [0.512, 0.145, 0.328], [-0.465, 0.438, -0.071], [-0.336, 0.083, 0.435], [-0.176, 0.751, 0.719], [0.338, 0.392, -0.165], [-0.241, 0.020, -1.033], [0.177, -0.159, -0.272], [0.244, -0.287, -0.300], [0.012, 0.023, 0.239], [-0.767, -0.664, -0.071], [0.520, -0.797, -0.666], [0.141, 0.806, 0.687], [0.174, -0.433, -0.111], [0.211, 0.022, 0.188], [0.415, 0.683, -0.175], [-0.188, 0.007, -0.063], [-0.043, -0.129, 0.213], [-0.035, 0.166, -0.306], [-0.115, 0.115, 0.116], [-0.175, 1.669, 0.317], [0.139, 1.033, 0.363], [-0.402, -1.341, -0.568], [0.007, 0.632, 0.847], [0.013, -0.293, -0.107], [0.228, -0.406, -0.094], [0.112, -0.700, -0.228], [0.138, -0.107, -0.024], [0.082, -0.335, -0.159], [-0.114, -0.169, -0.257], [-0.405, -0.253, -0.898], [-0.379, -0.433, -0.301], [0.100, -0.193, 0.186], [0.656, 0.486, 0.224], [0.210, 0.017, -0.212], [0.490, 0.170, 0.338], [-0.172, 0.175, 0.383], [-0.375, -0.028, 0.060], [0.217, -0.016, 0.004], [-0.376, 0.068, 0.177], [0.315, 0.213, -0.347], [-1.269, 0.734, -1.349], [0.582, -0.466, 1.739], [-0.208, -0.394, 0.039], [0.321, -0.783, 0.053], [-0.176, 0.200, -0.333], [-0.095, 0.393, 0.327], [0.011, -0.034, 0.113], [-0.239, 0.019, -0.009], [0.551, 0.263, -0.154], [-0.763, -0.313, 1.839], [3.032, -0.278, -0.394], [-2.530, 0.786, -0.206], [-1.155, -0.557, 0.249], [0.283, -0.009, -0.539], [0.181, -0.230, -0.425], [0.199, 0.641, -0.351], [0.057, -0.208, 0.037], [0.204, 0.055, -0.001], [0.369, 0.115, -0.055], [0.280, -0.589, 0.396], [0.156, -0.656, 0.817], [-0.301, 1.456, -0.543], [1.082, -0.607, -0.424], [-0.181, -0.049, -0.546], [-0.098, 0.324, -0.079], [-0.172, -0.030, -0.230], [-0.473, 0.201, 0.242], [0.129, -0.013, -0.103], [-0.514, -0.111, 0.336], [1.212, 0.383, -0.149], [-0.340, -0.209, -0.107], [-0.609, 0.390, 0.112], [0.361, -0.972, -0.178], [-0.134, -0.074, 0.166], [-0.433, -0.519, -0.031], [-0.039, -0.018, 0.257], [0.380, 0.258, 0.006], [-0.195, 0.608, 0.029], [-0.026, 0.119, -0.100], [0.538, 0.386, 0.235], [0.198, -0.739, 0.301], [-0.644, -0.156, -0.280], [0.058, 0.138, 0.330], [-0.469, 0.390, 0.009], [-0.068, -0.238, -0.176], [0.239, 0.100, -0.064], [-0.046, 0.032, -0.025], [0.338, 0.266, -0.140], [-0.306, -0.187, -0.192], [-0.840, -0.764, -0.642], [0.946, -0.294, 1.092], [-0.302, 0.029, -0.324], [-0.637, 0.282, -0.691], [0.599, 0.392, 0.084], [0.140, -0.130, 0.316], [-0.164, 0.409, -0.349], [0.146, 0.007, 0.296], [0.029, -0.063, 0.333], [0.102, 0.087, -0.033]], "relative_energy_ev": 0.000, "energy_ha": -5972.8819, "orbital_gap_ev": 8.80}


{"formula": "C4H6FNO2", "method": "the ωB97M-V functional and the def2-TZVPD basis", "species": ["C", "C", "C", "F", "N", "O", "C", "O", "H", "H", "H", "H", "H", "H"], "coordinates": [[-1.139235, 1.423031, -0.032329], [-0.594783, -0.029928, 0.075853], [-1.376833, -1.080977, -0.030653], [-0.924981, -2.348842, -0.028670], [0.799782, -0.123830, 0.173053], [1.358017, 1.128025, -0.054466], [1.685629, -1.146190, 0.003875], [2.877129, -0.960287, -0.090536], [-1.052675, 1.898876, 0.976887], [-2.247479, 1.436968, -0.453529], [-0.493721, 1.863979, -0.810862], [-2.433929, -0.946635, -0.080931], [2.359932, 1.015316, 0.153790], [1.183143, -2.129503, 0.198524]], "atomic_forces_ev_per_a": [[-1.260, -1.197, -0.578], [-0.320, 0.783, -0.421], [-0.338, 0.171, 0.162], [-0.131, -0.157, 0.009], [0.638, 0.977, -0.444], [2.754, 0.400, 0.647], [-1.094, -1.331, 1.373], [0.203, 0.188, -0.335], [-0.109, -0.031, -1.162], [2.297, -0.203, 1.207], [-0.580, 0.394, 0.694], [-0.501, -0.383, -0.101], [-2.187, -0.180, -0.510], [0.628, 0.569, -0.542]], "relative_energy_ev": 3.032, "energy_ha": -461.0224, "smiles": "C/C(=C/F)N(O)C=O", "orbital_gap_ev": 9.53}